Record 1
{"formula": "C29H55BiN4O3SSi4Te", "method": "the ωB97M-V functional and the def2-TZVPD basis", "elements": ["Bi", "N", "C", "C", "C", "C", "N", "C", "N", "N", "C", "O", "O", "H", "H", "H", "H", "H", "H", "H", "H", "H", "H", "H", "H", "H", "H", "C", "Si", "C", "C", "Si", "Te", "Si", "C", "C", "C", "Si", "C", "C", "C", "H", "H", "H", "H", "H", "H", "H", "H", "H", "H", "H", "H", "H", "H", "H", "H", "H", "H", "H", "H", "H", "H", "H", "H", "H", "H", "H", "O", "S", "C", "C", "C", "C", "C", "C", "C", "C", "C", "C", "C", "C", "C", "C", "H", "H", "H", "H", "H", "H", "H", "H", "H", "H", "H", "H", "H", "H"], "xyz": [[0.86068, 2.19491, 0.29731], [-1.41927, 3.28386, 0.16397], [-2.38681, 2.19614, 0.38226], [-3.80168, 2.65940, 0.76129], [-3.94173, 3.62746, 1.94967], [-4.10108, 2.97739, 3.32464], [-2.92426, 2.25827, 3.80373], [-1.84782, 2.77891, 4.36639], [-0.76671, 2.01776, 4.52860], [-1.82176, 4.06500, 4.75296], [-1.80166, 1.18067, 1.37270], [-2.51734, 0.39245, 1.95166], [-0.51596, 1.22566, 1.59852], [-1.44393, 3.94090, 0.93941], [-1.62627, 3.80867, -0.68140], [-2.45415, 1.65695, -0.57094], [-4.39649, 1.76395, 0.95298], [-4.23028, 3.13282, -0.12407], [-4.85522, 4.20342, 1.79210], [-3.13850, 4.37045, 1.97653], [-4.90280, 2.24105, 3.28993], [-4.40509, 3.71604, 4.06847], [-2.85363, 1.29462, 3.49303], [-0.68250, 1.14133, 4.03412], [0.05828, 2.34767, 5.00415], [-2.68956, 4.56592, 4.85271], [-1.06354, 4.38923, 5.33067], [-2.27358, -0.72943, -6.20844], [-1.60626, 0.46536, -4.93593], [-0.33314, 1.58982, -5.71057], [-2.98264, 1.50711, -4.20917], [-0.62974, -0.88220, -3.24799], [0.70741, 1.01368, -2.11378], [1.27708, -2.09366, -3.94623], [2.09902, -2.90183, -2.47574], [0.64581, -3.39494, -5.12889], [2.50141, -0.95948, -4.78550], [-2.17424, -2.01063, -1.89249], [-3.58482, -0.92247, -1.34785], [-2.81989, -3.34796, -3.03084], [-1.36397, -2.77178, -0.39476], [-2.73885, -0.17337, -7.02438], [-3.02554, -1.40134, -5.79640], [-1.48034, -1.33899, -6.63877], [-0.81239, 2.19161, -6.48459], [0.47532, 1.03130, -6.17885], [0.11115, 2.26992, -4.98512], [-3.37936, 2.16962, -4.97999], [-2.61045, 2.13061, -3.39396], [-3.80693, 0.90554, -3.83125], [1.41707, -3.51179, -1.88540], [2.54426, -2.16459, -1.80690], [2.89747, -3.55180, -2.83959], [-0.08306, -4.05250, -4.65620], [1.48674, -4.01389, -5.44798], [0.18822, -2.97404, -6.02214], [2.75148, -0.10020, -4.16341], [2.14372, -0.58524, -5.74260], [3.42364, -1.51364, -4.96789], [-4.15013, -0.51714, -2.18528], [-3.24773, -0.10449, -0.73003], [-4.26867, -1.52018, -0.74159], [-3.33718, -2.94576, -3.90069], [-3.53177, -3.96631, -2.47999], [-2.02501, -4.00189, -3.38745], [-1.02562, -2.00390, 0.30405], [-0.51288, -3.39774, -0.65482], [-2.09920, -3.39456, 0.11993], [2.25129, 0.78626, 1.45218], [3.78955, 0.78004, 1.37718], [4.20792, -0.63521, 0.32750], [3.84390, -1.98510, 0.86866], [4.86870, -2.89484, 1.11245], [4.59139, -4.15012, 1.63087], [3.28279, -4.49807, 1.92721], [2.25641, -3.59476, 1.68542], [2.52788, -2.34697, 1.14628], [4.30666, 0.18789, 3.01261], [3.49697, 0.84162, 4.09862], [3.70049, 2.17683, 4.42938], [2.96792, 2.76358, 5.45032], [2.02290, 2.01578, 6.14370], [1.80562, 0.68662, 5.80476], [2.53908, 0.10267, 4.78193], [5.28738, -0.55285, 0.18624], [3.72006, -0.39333, -0.62041], [5.89303, -2.62331, 0.89011], [5.39586, -4.84959, 1.80698], [3.06174, -5.47254, 2.33899], [1.23531, -3.86903, 1.91194], [1.71915, -1.65190, 0.95263], [5.36157, 0.45644, 3.08938], [4.19735, -0.89517, 3.01557], [4.45965, 2.75289, 3.91421], [3.16516, 3.78999, 5.73040], [1.48040, 2.45670, 6.97117], [1.08503, 0.09548, 6.35409], [2.38155, -0.93766, 4.52768]], "atomic_forces_ev_per_a": [[0.18, 0.61, 0.14], [0.00, -0.02, 0.13], [0.01, 0.04, -0.04], [0.04, -0.04, 0.05], [-0.11, -0.08, 0.00], [0.03, 0.02, 0.03], [-0.02, 0.10, 0.11], [0.00, -0.10, 0.01], [-0.14, 0.09, -0.01], [-0.06, 0.04, 0.07], [0.04, 0.11, -0.16], [-0.21, -0.33, -0.12], [0.01, -0.15, 0.09], [-0.05, 0.06, -0.06], [0.00, -0.09, -0.03], [0.02, 0.07, 0.08], [-0.01, 0.01, -0.07], [0.02, 0.02, 0.02], [0.02, 0.04, -0.02], [0.02, 0.01, 0.02], [-0.02, 0.02, 0.01], [-0.01, 0.02, -0.04], [0.01, 0.01, 0.05], [-0.03, 0.01, -0.01], [0.05, 0.02, 0.00], [0.02, -0.02, 0.01], [0.03, 0.00, -0.05], [-0.04, 0.05, -0.02], [-0.02, -0.14, -0.02], [0.04, -0.03, 0.04], [0.04, -0.01, 0.04], [-0.05, 0.12, 0.02], [0.30, 0.16, -0.33], [-0.20, -0.09, -0.07], [0.00, 0.03, 0.02], [0.10, -0.07, 0.04], [-0.01, 0.03, 0.04], [0.08, -0.22, -0.18], [-0.19, -0.15, -0.10], [-0.02, -0.04, 0.09], [-0.01, 0.09, 0.08], [-0.03, 0.01, -0.04], [-0.05, -0.03, 0.03], [0.06, -0.03, -0.03], [-0.02, 0.03, -0.04], [0.04, -0.05, -0.05], [0.01, 0.08, 0.03], [-0.02, 0.05, -0.03], [0.02, 0.05, 0.04], [-0.04, -0.04, 0.00], [-0.05, -0.05, 0.00], [0.02, 0.04, 0.02], [0.06, -0.02, 0.02], [-0.02, -0.04, 0.02], [0.01, -0.05, -0.06], [-0.02, 0.06, -0.05], [0.06, 0.04, 0.02], [-0.05, -0.01, -0.07], [0.05, -0.03, -0.04], [-0.01, -0.01, -0.04], [0.06, 0.19, 0.21], [-0.04, -0.02, 0.02], [-0.03, 0.05, -0.05], [-0.04, -0.04, -0.01], [0.04, -0.04, 0.00], [0.02, 0.02, 0.05], [0.06, -0.05, -0.03], [0.01, -0.01, 0.05], [-0.01, -0.34, 0.13], [-0.06, 0.14, -0.03], [0.02, -0.07, 0.07], [0.10, -0.03, -0.01], [0.00, 0.01, 0.04], [-0.03, 0.00, 0.02], [0.01, 0.02, -0.01], [-0.05, -0.02, -0.01], [-0.06, 0.07, 0.00], [-0.03, 0.02, 0.05], [-0.01, 0.02, -0.14], [0.03, 0.00, 0.05], [0.00, 0.02, 0.02], [0.07, 0.03, 0.03], [0.09, -0.08, 0.02], [-0.06, -0.01, -0.01], [0.03, 0.04, -0.09], [-0.03, 0.04, 0.00], [0.04, 0.01, -0.01], [0.03, -0.03, 0.01], [-0.01, -0.03, 0.01], [-0.05, -0.01, -0.01], [0.03, -0.02, -0.01], [0.05, -0.05, -0.06], [0.00, -0.01, 0.06], [0.02, 0.02, -0.02], [-0.02, 0.01, -0.01], [0.02, 0.02, 0.05], [-0.01, -0.02, 0.03], [0.00, -0.03, -0.01]], "orbital_gap_ev": 7.304, "total_charge": 2, "multiplicity": 1, "de_lowest_kj_mol": 24.1}

Record 2
{"formula": "C29H55Br4Cl2F2IN4O7S", "method": "the ωB97M-V functional and the def2-TZVPD basis", "elements": ["C", "C", "C", "O", "C", "C", "Br", "C", "C", "Br", "C", "C", "C", "N", "C", "N", "C", "C", "S", "C", "C", "C", "C", "O", "N", "C", "C", "C", "I", "C", "O", "N", "C", "O", "F", "H", "H", "H", "H", "H", "H", "H", "H", "H", "H", "H", "H", "H", "H", "H", "H", "H", "H", "H", "H", "H", "H", "H", "H", "H", "H", "H", "H", "H", "H", "H", "H", "H", "H", "H", "H", "H", "C", "O", "C", "C", "O", "C", "H", "H", "H", "H", "H", "H", "H", "H", "H", "H", "C", "Cl", "Cl", "H", "H", "Br", "C", "C", "Br", "H", "H", "H", "H", "F", "O", "H", "H"], "xyz": [[-3.23347, -3.14786, 4.56916], [-3.43858, -1.79044, 3.88314], [-2.92650, -1.74546, 2.43902], [-2.11333, -0.60097, 2.27737], [-1.49155, -0.16031, 1.08418], [-2.31731, -0.55260, -0.23417], [-2.42657, 0.94968, -1.54855], [-2.12489, -1.81578, -1.11712], [-2.73224, -1.73464, -2.51916], [-2.98146, -3.43285, -0.37240], [-1.59996, 1.40604, 1.26843], [-2.00463, 1.88744, 2.69282], [-3.48936, 1.89629, 2.87009], [-4.07770, 1.30338, 3.82165], [-0.48049, 2.25525, 0.64239], [0.88749, 1.67220, 0.47551], [1.10149, 0.17779, 0.37977], [1.04808, -0.14505, -1.11638], [2.11293, 1.07191, -1.95475], [2.42099, 0.46755, -3.62752], [3.88022, 0.78496, -3.94550], [2.57491, 0.00839, 0.86848], [3.34313, -1.27070, 0.59128], [3.74103, -1.59551, -0.49955], [3.64874, -1.98848, 1.79316], [4.03038, -3.36718, 1.49346], [4.80388, -1.30649, 2.42495], [0.06656, -0.55446, 1.27875], [0.42325, -2.68010, 1.12054], [0.38740, -0.30064, 2.79050], [0.34205, -1.14844, 3.64110], [0.81841, 0.99297, 3.16468], [1.00179, 1.16703, 4.55194], [0.28795, 1.77758, 5.27994], [2.14424, 0.63678, 4.92560], [-2.59090, -3.06440, 5.44081], [-2.78798, -3.88750, 3.90759], [-4.17887, -3.56246, 4.90835], [-4.50338, -1.56829, 3.87775], [-2.98639, -0.98278, 4.44823], [-2.39113, -2.66714, 2.24939], [-3.77580, -1.75406, 1.75923], [-3.35566, -0.57003, 0.08217], [-1.09014, -2.08318, -1.25030], [-3.75052, -1.36006, -2.51919], [-2.76228, -2.75389, -2.88747], [-2.09105, -1.20559, -3.21312], [-2.47918, 1.71903, 0.71514], [-1.73441, 2.95052, 2.70780], [-1.51270, 1.43696, 3.54258], [-4.02789, 2.49675, 2.12898], [-5.08128, 1.47365, 3.78189], [-0.79051, 2.59614, -0.33519], [-0.34787, 3.16626, 1.21897], [1.48724, 2.03592, 1.21819], [1.29549, 2.09541, -0.37274], [1.33939, -1.16524, -1.34371], [0.05039, -0.01661, -1.51856], [2.17347, -0.58969, -3.70238], [1.77598, 1.04017, -4.28154], [4.30608, 0.04623, -4.62103], [4.47241, 0.80305, -3.03629], [3.87236, 1.82059, -4.33406], [3.12215, 0.79299, 0.34828], [2.67747, 0.21434, 1.92801], [4.97348, -3.43663, 0.95138], [4.15632, -3.88676, 2.44157], [3.25811, -3.87922, 0.93215], [5.67810, -1.36813, 1.77388], [5.01163, -1.76463, 3.38434], [4.58017, -0.25128, 2.56396], [0.33085, 1.78091, 2.76897], [3.01324, 3.93664, 0.32125], [2.03033, 3.98811, 1.36662], [2.41698, 4.79197, 2.48031], [1.79478, 6.16837, 2.41721], [2.28247, 6.90689, 1.31806], [1.40239, 6.95281, 0.20635], [2.52469, 3.49793, -0.54717], [3.39064, 4.91997, 0.04964], [3.84890, 3.29944, 0.62791], [3.50539, 4.87513, 2.52474], [2.07767, 4.28567, 3.39086], [2.06182, 6.71303, 3.32782], [0.70256, 6.08869, 2.38008], [0.55065, 7.60875, 0.41513], [1.03611, 5.95843, -0.06030], [1.96165, 7.35511, -0.63459], [-2.15534, -0.13633, -6.72212], [-0.97416, -0.52252, -5.46859], [-3.81702, -0.22222, -6.11730], [-1.96676, 0.87161, -7.06947], [-2.04540, -0.85134, -7.52786], [-4.12092, -4.16297, -7.42283], [-4.01354, -5.67266, -6.20416], [-3.73199, -5.22937, -4.79440], [-1.86747, -4.72018, -4.56169], [-3.24847, -6.33831, -6.58851], [-4.98310, -6.16147, -6.25834], [-3.90069, -6.04421, -4.09439], [-4.32817, -4.37040, -4.50340], [3.92333, 3.53948, -4.03158], [-0.00527, -7.00380, -2.61608], [-0.57478, -6.35920, -3.05478], [-0.56697, -7.41758, -1.95502]], "atomic_forces_ev_per_a": [[-0.02, 0.01, 0.09], [-0.16, -0.06, -0.07], [-0.42, -0.73, 0.42], [-0.03, 0.21, -0.46], [0.35, 0.32, 0.31], [-0.08, -0.17, -0.20], [0.11, 0.09, -0.08], [-0.15, 0.03, -0.34], [0.08, -0.65, 0.03], [0.13, 0.10, 0.23], [-0.04, 0.07, 0.38], [0.22, 0.37, -0.18], [-0.31, -0.33, 0.40], [0.22, 0.31, -0.24], [-0.22, 0.14, -0.15], [-0.25, 0.12, 0.85], [0.52, -0.57, -0.23], [-0.34, 0.13, -0.61], [0.11, 0.04, 0.02], [0.17, -0.08, -0.21], [-0.27, 0.10, -0.17], [0.15, 0.40, 0.05], [0.22, -0.23, 0.16], [-0.64, -0.10, 0.22], [0.55, 0.11, -0.76], [0.18, -0.15, 0.45], [-0.49, 0.11, -0.12], [-0.29, 0.06, 0.04], [-0.33, 0.06, -0.32], [0.02, -0.33, 0.39], [0.12, 0.31, -0.35], [-0.13, -0.03, -0.12], [-0.62, 0.64, 0.36], [0.57, -0.29, -0.44], [0.25, -0.30, 0.28], [0.11, 0.00, 0.06], [0.08, -0.04, -0.10], [-0.09, -0.05, 0.06], [-0.06, 0.15, 0.00], [0.16, 0.03, 0.02], [0.43, 0.01, -0.17], [-0.03, 0.30, -0.20], [-0.04, 0.05, 0.29], [0.33, -0.07, 0.32], [-0.04, 0.21, -0.04], [-0.04, -0.05, -0.10], [-0.14, 0.37, 0.07], [0.01, -0.11, -0.24], [0.07, 0.09, 0.10], [-0.22, -0.29, 0.09], [-0.08, 0.00, -0.12], [-0.03, -0.01, 0.01], [0.03, -0.15, -0.28], [0.22, 0.05, 0.12], [0.02, 0.21, 0.12], [-0.08, -0.13, -0.35], [0.37, -0.06, 0.24], [-0.35, -0.01, 0.15], [-0.09, -0.11, 0.30], [-0.22, -0.04, -0.18], [-0.06, -0.02, -0.18], [0.16, -0.13, 0.07], [0.58, 0.07, 0.06], [0.17, 0.01, -0.15], [-0.32, -0.02, 0.11], [0.04, 0.04, -0.20], [-0.01, -0.03, 0.09], [-0.12, 0.06, -0.16], [0.18, -0.10, 0.03], [0.04, -0.03, 0.13], [0.00, 0.05, 0.21], [-0.19, -0.03, 0.12], [-0.01, -0.14, 0.00], [0.11, -0.04, 0.09], [-0.10, -0.07, 0.11], [0.09, 0.16, -0.04], [-0.01, -0.07, -0.05], [0.01, 0.05, 0.04], [0.25, 0.18, -0.18], [-0.09, 0.04, 0.05], [0.03, 0.04, -0.06], [0.02, -0.01, -0.04], [0.01, 0.01, -0.01], [-0.03, -0.03, 0.02], [-0.02, -0.02, 0.00], [-0.02, -0.03, 0.00], [-0.01, -0.01, -0.02], [0.01, 0.01, 0.01], [-0.03, 0.00, -0.05], [0.16, 0.03, -0.05], [0.00, 0.00, 0.00], [-0.01, 0.03, 0.04], [-0.02, -0.06, 0.03], [0.06, -0.02, 0.00], [-0.11, 0.10, -0.11], [0.11, -0.09, 0.14], [0.02, 0.04, -0.14], [0.02, -0.02, 0.01], [-0.01, 0.00, 0.04], [-0.01, -0.03, -0.03], [-0.01, 0.02, -0.01], [-0.31, 0.04, 0.21], [-0.02, 0.04, 0.01], [0.03, -0.07, 0.01], [0.00, -0.01, 0.03]], "orbital_gap_ev": 5.692, "total_charge": 0, "multiplicity": 1, "de_lowest_kj_mol": 0.0}